1.
90
Properties=species:S:1:pos:R:3:lowdin_charge:R:1 method="wB97M-V/def2-TZVPD" e_lumo_ev=-1.9 homo_lumo_gap_ev=8.05 charge=+1
Zn 0.172 0.968 1.949 0.461
N -2.688 0.699 0.363 -0.381
P -2.260 0.181 1.944 0.918
C -3.663 0.775 2.921 -0.361
C -4.941 0.855 2.370 -0.097
C -6.007 1.277 3.150 -0.065
C -5.808 1.618 4.480 -0.065
C -4.535 1.557 5.028 -0.066
C -3.466 1.147 4.247 -0.114
C -2.481 -1.620 1.866 -0.349
C -3.698 -2.219 1.542 -0.074
C -3.806 -3.596 1.490 -0.066
C -2.699 -4.394 1.761 -0.070
C -1.484 -3.811 2.079 -0.071
C -1.381 -2.426 2.130 -0.117
P -1.239 0.813 -0.610 0.962
C -1.939 1.652 -2.069 -0.350
C -3.300 1.618 -2.368 -0.102
C -3.778 2.246 -3.509 -0.074
C -2.905 2.906 -4.360 -0.076
C -1.550 2.944 -4.066 -0.073
C -1.067 2.325 -2.922 -0.108
C -1.040 -0.908 -1.176 -0.368
C -2.074 -1.673 -1.714 -0.076
C -1.848 -2.986 -2.083 -0.067
C -0.582 -3.546 -1.932 -0.075
C 0.454 -2.790 -1.410 -0.081
C 0.221 -1.474 -1.026 -0.134
H -3.106 1.628 0.424 0.045
H -5.105 0.598 1.332 0.096
H -6.996 1.341 2.716 0.110
H -6.642 1.947 5.084 0.110
H -4.370 1.847 6.056 0.104
H -2.468 1.158 4.660 0.058
H -4.565 -1.608 1.327 0.098
H -4.754 -4.054 1.238 0.109
H -2.787 -5.472 1.718 0.108
H -0.617 -4.427 2.277 0.108
H -0.426 -1.968 2.353 0.053
H -3.989 1.099 -1.715 0.091
H -4.837 2.218 -3.731 0.107
H -3.282 3.398 -5.247 0.107
H -0.867 3.471 -4.719 0.107
H -0.013 2.377 -2.682 0.016
H -3.060 -1.240 -1.828 0.104
H -2.655 -3.580 -2.490 0.108
H -0.409 -4.573 -2.224 0.106
H 1.439 -3.224 -1.290 0.104
H 1.028 -0.875 -0.617 0.063
C 5.252 -0.788 1.618 0.012
N 3.860 -0.808 2.047 -0.108
C 3.312 -1.608 3.020 -0.032
C 1.996 -1.286 3.078 -0.133
N 1.728 -0.306 2.146 -0.031
C 2.882 -0.041 1.554 -0.154
H 5.841 -1.363 2.327 0.096
H 5.616 0.237 1.603 0.100
H 5.348 -1.230 0.628 0.098
H 3.898 -2.320 3.571 0.128
H 1.237 -1.696 3.718 0.089
H 3.029 0.683 0.764 0.036
Cl -1.867 -2.013 6.094 0.645
C -0.791 -0.732 6.661 -1.622
Cl -1.642 0.381 7.728 0.660
Cl 0.629 -1.412 7.460 0.644
C -0.339 0.015 5.475 -0.376
N -0.017 0.612 4.552 0.219
C 2.185 0.105 -3.982 -0.012
N 3.416 0.827 -3.716 -0.070
C 3.621 1.682 -2.690 -0.735
Se 2.425 2.157 -1.370 0.654
N 4.877 2.165 -2.829 0.114
C 5.486 1.636 -3.958 -0.178
C 6.737 1.826 -4.522 -0.005
C 7.008 1.121 -5.684 -0.076
C 6.064 0.265 -6.258 -0.074
C 4.813 0.079 -5.691 -0.001
C 4.548 0.781 -4.526 -0.159
H 1.587 0.103 -3.074 0.036
H 2.423 -0.918 -4.266 0.098
H 1.626 0.589 -4.784 0.106
H 5.248 2.856 -2.198 0.152
H 7.465 2.492 -4.083 0.116
H 7.970 1.242 -6.161 0.108
H 6.312 -0.259 -7.171 0.108
H 4.081 -0.574 -6.143 0.113
Cl -1.506 3.513 2.339 0.414
C 0.212 2.959 2.040 -0.691
H 0.800 3.374 2.856 -0.022
H 0.505 3.452 1.115 -0.038

***

2.
15
Properties=species:S:1:pos:R:3:nbo_charge:R:1 method="wB97M-V/def2-TZVPD" e_lumo_ev=0.9 homo_lumo_gap_ev=9.24 de_lowest_kcal_mol=104.86
C 1.642 -0.784 -1.544 -0.599
C 0.560 0.073 -0.937 -0.396
C 0.019 -0.595 0.297 -0.510
C -1.035 0.195 0.929 0.448
O -1.310 1.318 0.449 -0.569
C -2.089 0.816 1.992 0.421
O -1.968 0.179 2.984 -0.519
H 2.477 -0.930 -0.849 0.202
H 2.038 -0.305 -2.440 0.214
H 1.246 -1.761 -1.835 0.201
H -0.250 0.233 -1.656 0.214
H 0.969 1.053 -0.677 0.217
H -0.435 -1.563 0.086 0.240
H 0.787 -0.757 1.054 0.245
H -2.846 1.622 1.853 0.192

***

3.
40
Properties=species:S:1:pos:R:3:nbo_charge:R:1 method="wB97M-V/def2-TZVPD" e_lumo_ev=0.1 homo_lumo_gap_ev=8.53 smiles="CCc1ccc(OCC(=O)NC(=S)Nc2ccc(F)cc2)c(Br)c1"
C -1.990 -1.071 -4.731 -0.607
C -0.815 -0.473 -3.970 -0.418
C -1.148 0.104 -2.619 -0.019
C -0.185 0.849 -1.947 -0.204
C -0.421 1.394 -0.697 -0.235
C -1.656 1.221 -0.087 0.233
O -2.037 1.735 1.121 -0.489
C -1.083 2.424 1.888 -0.163
C -0.059 1.469 2.507 0.662
O 1.126 1.687 2.541 -0.564
N -0.667 0.353 3.022 -0.662
C -0.058 -0.589 3.844 0.270
S -0.863 -1.152 5.158 -0.167
N 1.199 -0.979 3.556 -0.573
C 1.863 -0.930 2.324 0.141
C 3.249 -0.799 2.310 -0.194
C 3.936 -0.785 1.113 -0.263
C 3.225 -0.918 -0.066 0.366
F 3.888 -0.907 -1.241 -0.326
C 1.851 -1.077 -0.075 -0.214
C 1.170 -1.082 1.126 -0.240
C -2.616 0.465 -0.757 -0.097
Br -4.290 0.198 0.105 0.065
C -2.375 -0.089 -1.998 -0.240
H -1.661 -1.394 -5.716 0.218
H -2.780 -0.334 -4.862 0.208
H -2.396 -1.936 -4.213 0.205
H -0.049 -1.244 -3.834 0.213
H -0.361 0.318 -4.573 0.214
H 0.778 1.008 -2.408 0.217
H 0.367 1.942 -0.207 0.227
H -1.647 2.908 2.693 0.223
H -0.563 3.197 1.312 0.208
H -1.680 0.374 3.086 0.439
H 1.685 -1.439 4.315 0.426
H 3.783 -0.693 3.241 0.219
H 5.008 -0.671 1.084 0.233
H 1.327 -1.200 -1.008 0.225
H 0.099 -1.220 1.129 0.229
H -3.154 -0.666 -2.468 0.233

***

4.
11
Properties=species:S:1:pos:R:3:nbo_charge:R:1 method="wB97M-V/def2-TZVPD" e_lumo_ev="-2.4 / -2.9" homo_lumo_gap_ev="7.81 / 6.84" de_lowest_kcal_mol=88.84
C -0.297 1.553 0.087 0.280
C -0.217 -1.090 -0.760 -0.451
C -0.094 -0.954 0.756 -0.458
C -0.034 0.226 -0.147 0.305
O -1.251 2.183 -0.422 -0.463
Cl 2.668 0.865 -0.490 -0.451
H 0.131 2.050 0.972 0.177
H 0.453 -1.601 -1.454 0.290
H -1.254 -0.977 -1.113 0.258
H -0.951 -0.997 1.347 0.235
H 0.848 -1.257 1.225 0.277

***

5.
128
Properties=species:S:1:pos:R:3:lowdin_charge:R:1 method="wB97M-V/def2-TZVPD" e_lumo_ev="1.7 / 1.3" homo_lumo_gap_ev="4.30 / 3.95" spin_multiplicity=4 de_lowest_kcal_mol=59.07 charge=-1 s2=3.7696
V -0.329 -0.195 -0.144 0.581
S 1.123 -3.411 -0.925 0.073
S 2.028 -3.680 0.749 -0.091
S 2.461 -1.810 1.638 -0.039
S 2.017 -0.365 0.311 0.131
N -0.662 -1.465 1.414 -0.365
S -1.266 -1.291 2.721 0.776
N -2.902 -1.067 2.881 -0.361
S -3.639 0.292 3.090 0.801
N -3.279 1.615 2.468 -0.408
S -2.763 1.772 0.726 0.945
N -1.464 1.044 0.620 -0.502
C -4.088 0.714 0.031 -0.392
C -5.326 1.294 -0.205 -0.107
C -6.343 0.531 -0.756 -0.074
C -6.112 -0.803 -1.077 -0.085
C -4.865 -1.369 -0.852 -0.072
C -3.846 -0.606 -0.296 -0.091
C -2.364 4.082 -1.546 -0.234
C -3.142 4.931 -0.673 -0.199
C -3.541 6.170 -1.108 -0.158
C -3.659 6.416 -2.538 -0.157
C -3.958 5.465 -3.456 -0.150
C -4.296 4.048 -3.115 -0.147
C -3.728 0.636 4.847 -0.310
C -3.560 1.928 5.301 -0.055
C -3.649 2.166 6.668 -0.067
C -3.914 1.124 7.541 -0.081
C -4.090 -0.169 7.063 -0.071
C -4.000 -0.418 5.703 -0.074
C -5.342 -0.196 2.800 -0.301
C -5.713 -1.502 2.551 -0.061
C -7.063 -1.794 2.393 -0.068
C -8.009 -0.788 2.494 -0.080
C -7.619 0.522 2.743 -0.069
C -6.276 0.824 2.895 -0.068
C -1.120 -2.806 3.654 -0.302
C 0.129 -3.127 4.167 -0.082
C 0.312 -4.355 4.782 -0.065
C -0.740 -5.258 4.866 -0.082
C -1.979 -4.934 4.331 -0.076
C -2.175 -3.702 3.722 -0.063
C -0.519 -0.088 3.824 -0.299
C 0.199 0.959 3.265 -0.056
C 0.729 1.927 4.108 -0.038
C 0.555 1.835 5.481 -0.072
C -0.144 0.765 6.031 -0.078
C -0.688 -0.200 5.202 -0.090
H -5.483 2.343 0.029 0.119
H -7.310 0.978 -0.952 0.105
H -6.904 -1.397 -1.517 0.100
H -4.676 -2.402 -1.120 0.109
H -2.871 -1.043 -0.121 0.079
H -3.405 4.613 0.346 0.062
H -3.855 6.957 -0.421 0.065
H -3.569 7.442 -2.897 0.078
H -4.010 5.758 -4.501 0.079
H -4.722 3.557 -3.996 0.085
H -3.335 2.714 4.592 0.110
H -3.507 3.171 7.045 0.107
H -3.985 1.318 8.605 0.102
H -4.292 -0.982 7.748 0.105
H -4.115 -1.422 5.310 0.115
H -4.954 -2.266 2.457 0.096
H -7.369 -2.811 2.184 0.106
H -9.059 -1.020 2.363 0.103
H -8.357 1.310 2.808 0.107
H -5.946 1.842 3.071 0.120
H 0.953 -2.430 4.065 0.088
H 1.283 -4.612 5.184 0.108
H -0.591 -6.220 5.340 0.101
H -2.796 -5.643 4.381 0.103
H -3.134 -3.437 3.298 0.089
H 0.351 1.046 2.197 0.039
H 1.281 2.748 3.670 0.114
H 0.974 2.595 6.130 0.102
H -0.270 0.684 7.104 0.104
H -1.232 -1.035 5.624 0.111
C 2.343 -0.941 -3.488 -0.051
C 2.292 0.582 -3.524 -0.604
C 3.463 1.173 -2.742 -0.029
C 2.292 1.103 -4.956 -0.034
O 1.093 1.080 -2.858 -0.169
P -0.370 0.490 -3.117 0.294
O -0.589 -0.010 -4.486 -0.252
O -0.600 -0.578 -1.993 -0.407
O -1.252 1.719 -2.673 -0.150
C -2.400 2.283 -3.404 -0.491
C -3.310 1.153 -3.887 -0.018
C -3.166 3.150 -2.388 -0.274
C -1.840 3.087 -4.569 -0.002
H 3.227 -1.275 -4.038 0.089
H 1.460 -1.374 -3.960 0.077
H 2.411 -1.298 -2.460 0.021
H 4.359 0.569 -2.905 0.089
H 3.243 1.174 -1.675 0.044
H 3.674 2.194 -3.064 0.067
H 3.252 0.872 -5.427 0.086
H 2.159 2.187 -4.951 0.083
H 1.485 0.650 -5.530 0.073
H -3.440 0.420 -3.085 0.083
H -2.900 0.643 -4.755 0.074
H -4.292 1.560 -4.131 0.076
H -3.749 2.455 -1.769 0.085
H -5.079 4.079 -2.346 0.108
H -1.850 4.747 -2.252 0.068
H -1.195 2.451 -5.176 0.079
H -1.275 3.945 -4.205 0.077
H -2.656 3.454 -5.195 0.086
O 1.220 2.515 0.496 -0.061
C 1.396 3.624 -0.015 -0.484
C 2.788 4.250 0.006 -0.094
C 3.331 4.827 -1.330 -0.185
C 2.391 4.692 -2.531 -0.214
C 1.233 5.682 -2.472 -0.173
C 0.590 5.677 -1.086 -0.181
N 0.408 4.337 -0.573 0.096
H 3.439 3.457 0.367 0.108
H 2.777 5.025 0.779 0.110
H 4.269 4.319 -1.559 0.096
H 3.580 5.885 -1.201 0.103
H 1.984 3.679 -2.562 0.093
H 2.956 4.832 -3.457 0.108
H 0.486 5.421 -3.226 0.099
H 1.585 6.696 -2.695 0.108
H -0.390 6.151 -1.109 0.108
H 1.204 6.259 -0.390 0.112
H -0.553 3.944 -0.633 0.097

***

6.
11
Properties=species:S:1:pos:R:3:nbo_charge:R:1 method="wB97M-V/def2-TZVPD" e_lumo_ev="-0.3 / -1.0" homo_lumo_gap_ev="8.72 / 6.59" de_lowest_kcal_mol=98.44
C 0.195 0.033 -1.962 -0.171
C 0.743 -0.702 0.795 -0.566
C -0.129 0.463 1.012 -0.309
N -0.023 1.155 -1.638 -0.284
S 0.663 -1.391 -0.973 0.169
S -1.838 0.117 1.286 0.064
H 0.257 -0.578 -2.973 0.229
H 1.689 -0.448 0.997 0.224
H 0.621 -1.649 1.295 0.243
H 0.113 1.561 1.013 0.253
H -2.291 1.440 1.148 0.150

***

| no. | F_max (eV Å⁻¹) |
| --- | --- |
| 1 | 0.6 |
| 2 | 5.9 |
| 3 | 0.7 |
| 4 | 6.2 |
| 5 | 1.0 |
| 6 | 5.3 |